1.
Molecular formula: C5H6O
Method: DFT, ωB97M-V with the def2-TZVPD basis set

Values from the calculation:
HOMO energy in eV: -9.858
SMILES: C#CC1COC1
Largest force on an atom in eV Å⁻¹: 3.0
ΔE to the lowest compared entry with this formula, charge and spin in kJ/mol: 321.07

Geometry as ORCA input:
```
! wB97M-V def2-TZVPD RIJCOSX def2/J DEFGRID3
* xyz 0 1
C -2.61 -0.02 -0.34
C -1.46 -0.06 -0.04
C -0.07 -0.08 0.41
C 0.84 1.06 -0.07
C 1.05 -0.99 -0.12
H -3.64 0.09 -0.61
H 0.06 -0.11 1.50
H 0.35 1.76 -0.83
H 1.28 1.64 0.82
H 1.52 -1.50 0.76
H 0.86 -1.88 -0.92
O 1.82 0.11 -0.55
*
```

---

2.
Molecular formula: C2HBrClF
Method: DFT, ωB97M-V with the def2-TZVPD basis set

Values from the calculation:
HOMO energy in eV: -10.546
Largest force on an atom in eV Å⁻¹: 3.8
ΔE to the lowest compared entry with this formula, charge and spin in kJ/mol: 139.35

Geometry as ORCA input:
```
! wB97M-V def2-TZVPD RIJCOSX def2/J DEFGRID3
* xyz 0 1
C 0.11 0.69 -0.03
C 0.07 -0.60 -0.04
F -2.02 -0.99 0.14
Cl 0.78 -2.03 -0.02
Br 1.80 1.59 -0.01
H -0.74 1.35 -0.04
*
```

---

3.
Molecular formula: C33H40N5O7S3SeTi
Method: DFT, ωB97M-V with the def2-TZVPD basis set

Values from the calculation:
HOMO energy in eV: -9.527
Largest force on an atom in eV Å⁻¹: 3.0
ΔE to the lowest compared entry with this formula, charge and spin in kJ/mol: 261.93

Geometry as ORCA input:
```
! wB97M-V def2-TZVPD RIJCOSX def2/J DEFGRID3
* xyz 1 1
Ti -0.24 -0.74 -0.65
C 2.89 -2.37 1.61
C 3.69 -3.01 0.48
S 2.77 -3.04 -1.12
C 4.00 -2.31 -2.26
C 3.61 -0.99 -2.89
S 2.96 0.34 -1.81
C 4.07 0.31 -0.35
C 3.26 0.38 0.93
S 1.93 -0.87 1.18
H 3.56 -2.11 2.44
H 2.13 -3.06 1.97
H 3.92 -4.04 0.75
H 4.63 -2.48 0.32
H 4.11 -3.04 -3.07
H 4.96 -2.25 -1.74
H 2.79 -1.14 -3.59
H 4.47 -0.57 -3.42
H 4.73 1.18 -0.40
H 4.69 -0.59 -0.40
H 2.71 1.32 0.95
H 3.90 0.33 1.80
O -3.83 0.81 -6.33
C -3.73 1.66 -5.47
O -4.10 2.80 -5.28
C -2.90 1.09 -4.20
C -3.26 1.47 -2.91
C -2.57 0.93 -1.84
N -1.56 0.08 -2.01
C -1.18 -0.25 -3.26
C -1.85 0.21 -4.39
C 0.08 -1.10 -3.31
O 0.50 -1.57 -4.34
O 0.65 -1.17 -2.15
H -4.05 2.19 -2.78
H -2.82 1.18 -0.81
H -1.53 -0.10 -5.37
C -1.32 5.42 4.38
O -0.16 5.03 5.08
C 0.69 4.09 4.60
C 1.98 4.16 5.15
C 2.96 3.25 4.84
C 2.69 2.23 3.94
C 1.45 2.17 3.35
C 0.44 3.07 3.67
N -0.84 2.74 3.12
C -0.95 2.33 1.85
C -0.32 2.95 0.74
C -0.22 4.36 0.69
C 0.06 5.00 -0.50
C 0.31 4.26 -1.65
C 0.33 2.88 -1.61
C 0.04 2.20 -0.42
O 0.16 0.90 -0.33
H -2.04 4.60 4.27
H -1.08 5.84 3.41
H -1.77 6.20 5.00
H 2.17 4.95 5.85
H 3.93 3.33 5.30
H 3.43 1.48 3.72
H 1.21 1.38 2.65
H -1.50 2.36 3.78
H -1.61 1.49 1.65
H -0.45 4.92 1.57
H 0.07 6.07 -0.53
H 0.49 4.77 -2.59
H 0.58 2.29 -2.48
C -0.14 -4.38 0.71
N -1.48 -4.42 0.19
C -2.41 -5.21 0.97
C -1.88 -3.46 -0.67
O -1.14 -2.46 -0.92
N -3.09 -3.59 -1.26
C -3.63 -4.84 -1.75
C -3.67 -2.41 -1.87
H 0.22 -5.41 0.83
H -0.12 -3.88 1.69
H 0.52 -3.86 0.02
H -2.17 -5.08 2.03
H -2.33 -6.27 0.73
H -3.43 -4.87 0.82
H -2.99 -5.68 -1.50
H -3.71 -4.78 -2.84
H -4.63 -5.02 -1.35
H -3.48 -1.55 -1.23
H -4.75 -2.56 -1.96
H -3.26 -2.21 -2.87
Se -3.26 -2.04 2.72
C -2.06 -1.36 1.72
N -1.25 -0.84 1.03
*
```

---

4.
Molecular formula: C3H4Cl2S
Method: DFT, ωB97M-V with the def2-TZVPD basis set

Values from the calculation:
HOMO energy in eV: -8.780
Largest force on an atom in eV Å⁻¹: 5.1
ΔE to the lowest compared entry with this formula, charge and spin in kJ/mol: 129.14

Geometry as ORCA input:
```
! wB97M-V def2-TZVPD RIJCOSX def2/J DEFGRID3
* xyz 0 1
C -0.35 -0.41 1.38
C -0.03 -0.87 2.71
C -0.12 1.49 1.06
S -0.71 -1.09 -0.03
Cl 0.04 2.35 2.60
Cl -1.58 2.06 0.21
H -0.83 -1.44 3.06
H 0.13 -0.07 3.41
H 0.80 -1.56 2.71
H 0.69 1.65 0.37
*
```

---

5.
Molecular formula: C24H72O12S12
Method: DFT, ωB97M-V with the def2-TZVPD basis set

Values from the calculation:
HOMO energy in eV: -8.433
Largest force on an atom in eV Å⁻¹: 3.1
ΔE to the lowest compared entry with this formula, charge and spin in kJ/mol: 390.32

Geometry as ORCA input:
```
! wB97M-V def2-TZVPD RIJCOSX def2/J DEFGRID3
* xyz 0 1
C -5.78 7.01 -0.43
S -5.26 5.36 0.15
O -5.22 4.50 -1.09
C -3.52 5.81 0.58
H -6.77 7.05 -0.88
H -5.07 7.53 -1.07
H -5.86 7.57 0.51
H -2.90 6.14 -0.26
H -2.95 4.95 0.92
H -3.52 6.60 1.33
C 0.62 -10.77 -2.84
S 0.79 -9.08 -3.61
O -0.64 -8.66 -4.06
C 0.97 -8.15 -2.03
H -0.07 -10.73 -2.00
H 1.57 -11.25 -2.58
H 0.11 -11.40 -3.56
H 0.24 -8.49 -1.29
H 0.69 -7.10 -2.15
H 1.98 -8.18 -1.63
C 4.62 -3.71 -7.84
S 4.83 -3.92 -5.99
O 3.50 -4.04 -5.33
C 5.61 -5.55 -5.98
H 4.21 -2.70 -7.94
H 3.86 -4.41 -8.17
H 5.59 -3.72 -8.33
H 6.09 -5.74 -5.02
H 6.39 -5.71 -6.72
H 4.85 -6.32 -6.11
C 4.55 2.11 -5.07
S 5.25 3.82 -5.20
O 4.17 4.75 -4.70
C 6.45 3.77 -3.79
H 4.80 1.61 -4.14
H 4.91 1.51 -5.92
H 3.47 2.21 -5.19
H 7.20 3.01 -4.02
H 5.90 3.48 -2.89
H 7.04 4.68 -3.70
C 0.34 -4.37 4.79
S -1.17 -4.96 5.56
O -0.78 -5.92 6.67
C -1.74 -3.41 6.42
H -0.03 -3.83 3.91
H 0.97 -5.15 4.36
H 0.82 -3.59 5.39
H -2.73 -3.53 6.85
H -1.90 -2.67 5.64
H -1.01 -3.05 7.15
C -7.27 1.65 4.57
S -5.66 0.68 4.52
O -5.62 -0.32 5.65
C -5.96 -0.21 2.94
H -8.16 1.04 4.72
H -7.17 2.16 3.61
H -7.19 2.35 5.41
H -6.97 -0.62 2.86
H -5.24 -1.02 2.89
H -5.75 0.52 2.16
C -4.43 -5.63 -0.74
S -5.90 -5.04 -1.78
O -6.97 -4.51 -0.86
C -5.25 -3.59 -2.64
H -3.53 -5.61 -1.34
H -4.63 -6.65 -0.38
H -4.28 -5.04 0.17
H -5.03 -2.86 -1.86
H -6.05 -3.10 -3.20
H -4.31 -3.74 -3.17
C 4.75 4.03 1.95
S 6.53 4.48 2.11
O 6.87 5.37 0.90
C 6.53 5.69 3.52
H 4.25 4.99 1.78
H 4.37 3.80 2.95
H 4.46 3.27 1.23
H 7.43 6.31 3.47
H 6.56 5.13 4.46
H 5.66 6.34 3.41
C -1.02 7.34 5.73
S 0.29 7.90 4.58
O 0.27 6.96 3.38
C -0.74 9.28 3.92
H -1.44 8.17 6.29
H -0.57 6.63 6.44
H -1.81 6.95 5.10
H -0.66 10.23 4.45
H -1.81 9.07 3.94
H -0.56 9.48 2.86
C 0.87 2.46 6.41
S 2.31 1.33 6.65
O 2.02 0.44 7.86
C 3.43 2.53 7.44
H 0.46 2.72 7.38
H -0.02 1.96 6.03
H 1.25 3.27 5.78
H 2.92 2.90 8.33
H 3.74 3.36 6.81
H 4.30 1.97 7.77
C -1.02 -3.72 -6.97
S -0.61 -3.29 -8.68
O -1.70 -4.01 -9.51
C -1.20 -1.59 -8.50
H -0.61 -3.23 -6.09
H -0.77 -4.78 -6.93
H -2.09 -3.90 -6.89
H -0.66 -1.04 -7.74
H -2.25 -1.68 -8.24
H -1.16 -0.94 -9.37
C 0.25 1.36 -0.67
S 0.57 -0.09 0.35
O -0.55 -0.15 1.34
C 0.18 -1.37 -0.94
H -0.81 1.31 -0.94
H 0.93 1.28 -1.51
H 0.50 2.28 -0.14
H -0.70 -0.94 -1.42
H 0.02 -2.40 -0.63
H 0.98 -1.30 -1.68
*
```

---

6.
Molecular formula: C18H35N3O8P2S
Method: DFT, ωB97M-V with the def2-TZVPD basis set

Values from the calculation:
HOMO energy in eV: -8.446
Largest force on an atom in eV Å⁻¹: 7.8
ΔE to the lowest compared entry with this formula, charge and spin in kJ/mol: 0.00

Geometry as ORCA input:
```
! wB97M-V def2-TZVPD RIJCOSX def2/J DEFGRID3
* xyz 0 1
N -1.42 0.41 -1.75
C -1.06 -0.80 -2.44
C 0.13 -1.46 -2.28
C 0.36 -2.69 -3.02
C -0.57 -3.21 -3.86
C -1.80 -2.52 -4.05
N -2.84 -2.83 -4.85
S -3.95 -1.67 -4.67
N -3.25 -0.69 -3.55
C -2.09 -1.29 -3.34
H -0.66 0.70 -1.14
H -2.16 0.11 -1.11
H 0.88 -1.03 -1.61
H 1.31 -3.21 -2.85
H -0.43 -4.14 -4.42
O -3.67 -2.68 2.39
P -2.50 -3.18 3.18
O -1.50 -1.88 3.16
C -1.83 -0.75 3.97
C -1.53 -1.00 5.44
O -1.77 -4.08 2.02
C -2.51 -4.61 0.92
C -2.34 -3.74 -0.31
O -1.57 -3.95 4.31
C -2.18 -5.03 5.05
C -2.45 -6.24 4.17
H -2.88 -0.48 3.83
H -1.22 0.08 3.61
H -2.20 -1.76 5.85
H -1.66 -0.09 6.02
H -0.51 -1.37 5.57
H -3.56 -4.73 1.18
H -2.12 -5.61 0.72
H -2.57 -2.70 -0.09
H -2.98 -4.09 -1.12
H -1.30 -3.77 -0.65
H -3.11 -4.68 5.51
H -1.49 -5.31 5.85
H -3.24 -6.04 3.44
H -2.78 -7.09 4.78
H -1.56 -6.53 3.61
O 4.68 4.27 -1.97
P 3.31 4.65 -1.52
O 3.58 5.26 -0.03
C 4.20 6.54 0.09
C 3.23 7.66 -0.22
O 2.72 3.17 -1.12
C 3.25 1.97 -1.67
C 4.22 1.33 -0.70
O 1.74 5.18 -1.50
C 1.03 5.28 -2.75
C 0.76 3.92 -3.36
H 5.08 6.59 -0.56
H 4.55 6.62 1.12
H 2.95 7.66 -1.27
H 3.68 8.63 0.01
H 2.31 7.55 0.36
H 3.73 2.16 -2.64
H 2.41 1.30 -1.86
H 4.98 2.03 -0.37
H 4.71 0.46 -1.15
H 3.69 1.00 0.20
H 1.59 5.91 -3.44
H 0.09 5.79 -2.53
H 1.69 3.46 -3.71
H 0.10 4.01 -4.22
H 0.32 3.24 -2.64
*
```

---

7.
Molecular formula: C35H31O7PS
Method: DFT, ωB97M-V with the def2-TZVPD basis set

Values from the calculation:
HOMO energy in eV: -8.942
SMILES: CCP(C)[C@@H]1CCS(=O)(=O)OC1.O=C1c2ccccc2C(=O)c2ccccc21.O=C1c2ccccc2C(=O)c2ccccc21
Largest force on an atom in eV Å⁻¹: 0.7

Geometry as ORCA input:
```
! wB97M-V def2-TZVPD RIJCOSX def2/J DEFGRID3
* xyz 0 1
C 6.29 1.52 -0.13
C 6.77 0.22 -0.80
P 6.05 -1.33 -0.10
C 6.75 -2.54 -1.29
C 4.25 -1.33 -0.64
C 4.06 -1.04 -2.15
C 3.03 0.02 -2.59
S 2.48 1.20 -1.41
O 3.41 2.29 -1.44
O 1.10 1.48 -1.64
O 2.53 0.52 0.00
C 3.43 -0.55 0.40
H 7.15 2.05 0.30
H 5.86 2.19 -0.86
H 5.58 1.37 0.68
H 7.84 0.10 -0.63
H 6.65 0.27 -1.88
H 7.74 -2.20 -1.57
H 6.16 -2.63 -2.21
H 6.81 -3.53 -0.84
H 4.00 -2.38 -0.49
H 5.02 -0.76 -2.59
H 3.78 -1.97 -2.63
H 2.14 -0.43 -3.03
H 3.48 0.65 -3.35
H 2.79 -1.25 0.94
H 4.09 -0.14 1.16
C -6.96 2.17 -5.25
C -7.33 3.51 -5.18
C -6.54 4.42 -4.51
C -5.36 3.99 -3.90
C -5.00 2.65 -3.95
C -5.80 1.74 -4.64
C -3.76 2.16 -3.28
O -3.44 0.99 -3.34
C -2.94 3.15 -2.53
C -1.80 2.71 -1.86
C -1.02 3.62 -1.16
C -1.37 4.97 -1.14
C -2.50 5.41 -1.81
C -3.29 4.50 -2.50
C -4.51 5.00 -3.19
O -4.81 6.17 -3.19
H -7.58 1.46 -5.78
H -8.25 3.84 -5.65
H -6.81 5.46 -4.46
H -5.50 0.70 -4.68
H -1.53 1.67 -1.88
H -0.14 3.28 -0.64
H -0.75 5.67 -0.60
H -2.78 6.45 -1.80
C -1.39 -6.62 5.99
C -0.65 -6.90 4.85
C -0.33 -5.89 3.96
C -0.75 -4.59 4.20
C -1.51 -4.31 5.34
C -1.82 -5.32 6.24
C -2.00 -2.93 5.62
O -2.65 -2.68 6.61
C -1.68 -1.86 4.62
C -2.17 -0.58 4.83
C -1.87 0.43 3.92
C -1.09 0.15 2.81
C -0.61 -1.13 2.60
C -0.90 -2.14 3.50
C -0.38 -3.51 3.24
O 0.32 -3.75 2.28
H -1.63 -7.41 6.68
H -0.32 -7.91 4.65
H 0.25 -6.09 3.07
H -2.40 -5.09 7.12
H -2.78 -0.38 5.70
H -2.26 1.42 4.08
H -0.85 0.94 2.10
H 0.00 -1.35 1.73
*
```

---

8.
Molecular formula: C3H5P
Method: DFT, ωB97M-V with the def2-TZVPD basis set

Values from the calculation:
HOMO energy in eV: -8.369
SMILES: CC1=PC1
Largest force on an atom in eV Å⁻¹: 3.0
ΔE to the lowest compared entry with this formula, charge and spin in kJ/mol: 46.86

Geometry as ORCA input:
```
! wB97M-V def2-TZVPD RIJCOSX def2/J DEFGRID3
* xyz 0 1
C -0.09 0.19 -0.34
C 0.55 1.20 0.52
C -0.39 -1.25 -0.29
P -0.46 1.75 -0.88
H 0.17 1.32 1.53
H 1.65 1.44 0.35
H -0.26 -1.59 0.67
H 0.19 -1.79 -0.99
H -1.37 -1.26 -0.57
*
```

---

9.
Molecular formula: C4H5NO
Method: DFT, ωB97M-V with the def2-TZVPD basis set

Values from the calculation:
HOMO energy (spin up / spin down) in eV: -9.188 / -9.189
Largest force on an atom in eV Å⁻¹: 0.8
ΔE to the lowest compared entry with this formula, charge and spin in kJ/mol: 585.56

Geometry as ORCA input:
```
! wB97M-V def2-TZVPD RIJCOSX def2/J DEFGRID3
* xyz 0 1
C 1.48 0.11 0.16
C 0.14 -0.42 0.51
C -1.58 1.15 -0.17
O -1.85 0.10 -0.86
C -0.80 -0.89 -0.43
N -0.48 -2.05 -0.61
H 2.24 -0.63 0.44
H 1.58 0.35 -0.90
H 1.68 1.02 0.75
H -0.07 -0.62 1.56
H -2.34 1.89 -0.46
*
```

---

10.
Molecular formula: C18H19N3O5
Method: DFT, ωB97M-V with the def2-TZVPD basis set

Values from the calculation:
HOMO energy in eV: -8.505
Largest force on an atom in eV Å⁻¹: 18.5
ΔE to the lowest compared entry with this formula, charge and spin in kJ/mol: 1638.41

Geometry as ORCA input:
```
! wB97M-V def2-TZVPD RIJCOSX def2/J DEFGRID3
* xyz 0 1
C 0.00 -0.98 1.99
H 0.37 -0.20 2.61
O -1.19 -0.58 1.45
C -1.90 -1.52 0.53
C -1.31 -2.76 -0.19
C -2.09 -3.43 -0.91
C -3.42 -3.15 -1.14
C -3.96 -1.91 -0.84
C -3.33 -1.14 0.12
C -3.89 0.00 0.84
N -3.24 1.45 0.59
C -3.45 2.02 -0.68
O -4.22 1.56 -1.48
C -2.25 3.10 -0.76
H -2.26 3.68 -0.07
H -2.56 3.51 -1.59
O -0.95 2.26 -0.92
C -0.27 2.17 0.20
O -0.48 2.63 1.18
C 1.05 1.68 -0.08
C 1.28 1.00 -1.51
C 2.44 0.53 -1.51
C 3.57 0.60 -0.65
C 3.27 1.18 0.68
C 2.09 1.86 0.51
H 1.98 2.22 1.67
H 4.13 1.06 1.23
N 4.83 0.07 -1.06
C 5.76 -0.58 -0.12
O 6.95 -0.83 -0.66
N 5.58 -0.60 1.04
H 4.59 -0.87 1.28
H 6.32 -1.13 1.64
H 4.98 -0.30 -2.03
H 2.72 -0.11 -2.61
H 0.59 1.16 -2.13
H -2.35 1.44 0.98
H -3.98 -0.06 2.20
H -4.95 0.21 0.46
H -5.07 -1.54 -0.89
H -3.78 -3.69 -1.87
H -1.68 -4.12 -1.18
H -0.42 -2.89 0.24
H -0.06 -2.09 2.43
H 0.56 -0.90 1.00
*
```